No. 1
DFT (ωB97M-V/def2-TZVPD) results for a 2-piece molecular cluster, C4H14N3 overall at a distorted geometry.

XYZ file:
```
21
Properties=species:S:1:pos:R:3:forces:R:3
C 0.95109 2.78529 1.71520 0.61 -0.52 -0.20
C -0.22099 2.35920 0.84391 -0.83 0.57 0.00
H 1.56557 3.48060 1.14240 0.04 0.08 0.19
H 0.70374 3.24036 2.67106 -0.28 0.09 -0.12
H 1.60252 1.93351 1.93173 -0.07 0.04 0.13
H -1.15018 2.10959 1.35825 0.17 -0.10 0.45
H -0.51296 3.19831 0.21252 0.02 -0.08 -0.23
H -0.00605 1.51263 0.20111 0.34 -0.12 -0.24
C -0.09010 -1.73974 0.96844 1.26 -0.22 0.97
C -0.23398 -1.61464 -1.44655 1.20 1.09 -0.84
N 0.51497 -1.75030 -0.35764 -1.43 -1.17 0.03
N -1.54715 -1.35700 -1.40307 0.41 0.06 0.41
N 0.39309 -1.51440 -2.63900 -0.58 -0.15 -0.10
H 1.41649 -2.18822 -0.47035 0.13 0.18 0.08
H -1.98475 -1.43101 -0.50208 -0.24 0.25 0.08
H -1.87531 -0.61979 -2.00892 -0.36 -0.24 -0.15
H 1.18584 -2.08409 -2.88547 0.24 0.18 0.27
H -0.16007 -1.21236 -3.42480 -0.05 -0.29 -0.10
H 0.73667 -1.57269 1.65255 0.07 0.02 0.15
H -0.56970 -2.64960 1.33143 -0.13 -0.14 -0.60
H -0.71873 -0.88564 1.10929 -0.50 0.50 -0.19
```
Forces are in eV/Å.

Values from the calculation:
relative energy (zero: lowest compared OMol25 entry of this formula, charge and spin): 53.3 kJ/mol
HOMO level: -14.5 eV
LUMO: -3.23 eV
gap between HOMO and LUMO: 0.413 Eh
charge: +1

No. 2
DFT (ωB97M-V/def2-TZVPD) results for C10H20ClFNO5PSi2 as an isolated structure at a distorted geometry.

XYZ file:
```
41
Properties=species:S:1:pos:R:3:forces:R:3
C 1.38505 3.42326 0.27366 -0.13 0.07 0.73
P -0.28061 2.96288 0.90309 -0.89 0.36 -0.92
O -0.51608 3.94568 2.23095 0.22 -0.27 0.02
Si -0.09989 0.83579 1.64235 0.82 0.90 0.22
C 1.61470 0.21862 1.22450 -0.70 -0.31 -0.30
C -0.32057 0.89919 3.52701 -0.81 -0.38 -0.35
C -1.25680 -0.10406 4.14994 0.82 -0.75 1.27
O -0.94861 -0.80124 5.09378 -0.49 0.53 -1.07
O -2.48705 -0.21727 3.60353 -0.11 0.03 0.24
O -1.34235 0.01368 0.87170 0.90 -0.46 0.27
Si -1.14039 -1.53359 0.35742 -1.67 0.01 0.36
F -0.04356 -1.65594 -0.75770 0.78 0.07 -0.50
C -0.78862 -2.74641 1.75310 0.44 -0.31 -0.72
C 0.65371 -3.02702 2.00585 0.13 0.55 1.20
O 1.26600 -2.64217 2.95457 -0.13 -0.32 -0.63
Cl 1.45981 -3.97654 0.73885 -0.02 -0.10 -0.04
H 1.50688 4.48644 0.44158 -0.07 0.33 0.04
H 1.41940 3.26161 -0.78567 0.02 -0.28 -0.51
H 2.20585 2.91540 0.75689 0.34 -0.18 0.06
H 0.26950 4.02648 2.77612 0.15 0.05 0.28
H 2.31888 0.82927 1.76655 0.30 0.22 0.33
H 1.81763 -0.82028 1.44890 0.09 -0.16 0.15
H 1.78817 0.37156 0.16589 0.06 0.06 -0.31
H -0.68588 1.88280 3.80418 -0.18 0.37 -0.08
H 0.64210 0.78062 3.99055 0.44 -0.13 0.21
H -2.61803 0.46730 2.94085 -0.06 0.02 -0.27
H -2.40342 -1.93271 -0.27785 -0.03 0.04 0.04
H -1.24278 -3.66838 1.40996 -0.17 -0.28 -0.25
H -1.29781 -2.46889 2.65988 -0.02 0.32 0.48
C 0.07939 -1.87389 -4.28119 -0.01 0.03 0.02
C -0.76648 -0.66765 -4.67462 0.04 -0.23 0.01
C 0.02132 0.64764 -4.64805 -0.14 -0.19 0.01
C 0.53557 0.91839 -3.30791 -0.14 0.08 -0.41
N 0.91410 1.12589 -2.24898 0.17 0.07 0.53
H 0.44437 -1.78807 -3.25683 0.01 0.03 -0.02
H -0.50935 -2.78852 -4.34276 0.00 -0.02 -0.02
H 0.94047 -1.98226 -4.94312 0.01 -0.01 -0.01
H -1.62226 -0.59032 -4.00199 -0.02 0.07 -0.01
H -1.16311 -0.81278 -5.68055 -0.01 0.09 -0.02
H -0.61372 1.48142 -4.94620 0.03 0.06 0.00
H 0.86447 0.60407 -5.33819 0.03 0.01 -0.01
```
Forces are in eV/Å.

Values from the calculation:
HOMO level: -8.2 eV
LUMO: 0.52 eV
gap between HOMO and LUMO: 0.319 Eh
charge: 0

No. 3
DFT (ωB97M-V/def2-TZVPD) results for C8H10N2O as an isolated structure at a distorted geometry.

XYZ file:
```
21
Properties=species:S:1:pos:R:3:forces:R:3
C 0.82054 -2.37456 -1.83679 -2.09 -0.64 -0.95
C 0.25924 -1.56997 -0.89862 -1.22 0.80 0.97
C -1.14408 -1.60655 -1.09838 0.65 -0.43 1.77
C -1.78285 -0.56603 0.38200 -0.32 -2.65 -4.03
C 0.67470 -0.54106 0.13190 1.70 -0.05 -1.57
C -0.56167 0.25148 0.57572 0.87 2.26 -0.21
C -0.58897 0.80395 2.04113 1.57 0.31 -0.96
C -0.67907 1.41349 -0.48417 1.14 2.72 2.51
N -1.37826 -2.52765 -2.05235 -5.13 1.99 1.14
N -0.29196 -2.91173 -2.54552 4.41 -0.85 -0.27
O -2.87709 -0.59631 0.82074 0.77 0.25 0.23
H 1.77366 -2.70025 -2.09100 1.52 -0.24 -0.27
H 1.15527 -0.90737 1.03452 0.42 -0.37 -0.22
H 1.42039 0.02003 -0.55357 -0.95 0.09 2.01
H -0.28730 1.87949 2.15222 0.08 -1.02 -0.45
H 0.10812 0.17374 2.64463 -1.05 0.49 0.01
H -1.62961 0.79079 2.27597 -0.56 -0.32 1.05
H 0.21787 2.22460 -0.38875 -1.86 -2.25 0.02
H -1.58121 2.02609 -0.32005 0.13 -0.42 -0.21
H -0.64933 1.01598 -1.44427 -0.11 -0.60 -1.77
H -0.28003 -3.59476 -3.33318 0.02 0.94 1.20
```
Forces are in eV/Å.

Values from the calculation:
relative energy (zero: lowest compared OMol25 entry of this formula, charge and spin): 352.1 kJ/mol
HOMO level: -8.9 eV
LUMO: 0.82 eV
gap between HOMO and LUMO: 0.359 Eh
charge: 0

No. 4
DFT (ωB97M-V/def2-TZVPD) results for one molecule with the formula C5H8O.

XYZ file:
```
14
Properties=species:S:1:pos:R:3:forces:R:3
C -0.79379 -1.33941 -0.73326 -0.03 -0.07 0.10
C -0.12019 -0.16772 -0.11434 -0.28 -0.11 -0.04
C -0.95162 0.78737 0.70948 -0.16 -0.26 -0.19
O -0.26263 1.91632 1.17526 0.13 -0.08 0.14
C 1.18692 0.16998 -0.35955 0.29 -0.08 -0.16
C 2.42564 -0.44493 -0.46332 -0.66 0.46 -0.41
H -0.15654 -2.22838 -0.66420 -0.05 0.05 0.02
H -0.92429 -1.12900 -1.80412 0.02 -0.08 0.20
H -1.78552 -1.52458 -0.31203 0.14 -0.08 0.03
H 1.07881 1.25863 -0.49014 0.81 0.38 0.35
H -1.83426 1.15596 0.17580 0.08 -0.08 -0.02
H -1.32587 0.17190 1.55057 -0.01 0.08 -0.15
H 0.56183 1.60990 1.58235 -0.16 0.13 -0.05
H 3.10011 0.18191 -1.08206 -0.13 -0.27 0.17
```
Forces are in eV/Å.

Values from the calculation:
relative energy (zero: lowest compared OMol25 entry of this formula, charge and spin): 486.1 kJ/mol
HOMO level (alpha / beta): -7.8 / -8.3 eV
LUMO (alpha / beta): -0.65 / -0.59 eV
gap between HOMO and LUMO (alpha / beta): 0.263 / 0.284 Eh
charge: 0

No. 5
DFT (ωB97M-V/def2-TZVPD) results for one molecule with the formula C3H3NO2 at a distorted geometry.

XYZ file:
```
9
Properties=species:S:1:pos:R:3:forces:R:3
C 0.29632 -0.99757 -1.65925 2.42 -1.91 -2.85
C 0.40909 0.31619 0.68420 0.02 0.20 0.63
C -0.50233 -0.53779 -0.62858 -0.07 2.15 4.25
N 1.15805 -1.45610 -2.30009 -1.55 0.90 0.91
O -0.12559 1.60663 0.81344 -2.38 -0.32 0.27
O -1.65370 -0.71917 -0.30495 1.49 0.22 -1.17
H 0.06179 -0.49163 1.36848 0.11 1.04 0.42
H 1.45880 0.71946 1.07609 -0.97 -2.35 -2.25
H -1.10243 1.55999 0.95067 0.94 0.08 -0.22
```
Forces are in eV/Å.

Values from the calculation:
relative energy (zero: lowest compared OMol25 entry of this formula, charge and spin): 382.6 kJ/mol
HOMO level: -10.1 eV
LUMO: -1.11 eV
gap between HOMO and LUMO: 0.329 Eh
charge: 0
structure (SMILES): N#CC(=O)CO

No. 6
DFT (ωB97M-V/def2-TZVPD) results for one molecule with the formula C4H7NO2.

XYZ file:
```
14
Properties=species:S:1:pos:R:3:forces:R:3
C -0.80005 -1.43079 1.87096 -0.18 0.02 0.14
N -0.50980 -1.16328 0.49295 0.18 0.43 -0.11
C 0.00038 -0.15709 -0.04753 -0.35 -0.54 0.25
C -0.05192 -0.04889 -1.53308 -0.09 -0.17 -0.34
O 0.13205 1.32989 -1.76649 0.13 0.04 -0.19
C 0.95587 1.74373 -0.72077 0.22 0.43 -0.21
O 0.58708 0.99172 0.43744 -0.41 -0.43 0.14
H -1.83747 -1.10010 2.01888 0.19 -0.14 0.23
H -0.78300 -2.51939 1.98617 0.03 0.24 0.26
H -0.17117 -0.95305 2.62993 0.08 0.00 -0.17
H -1.03881 -0.35925 -1.87117 0.19 0.05 -0.18
H 0.72736 -0.68185 -1.97849 -0.02 0.19 -0.17
H 0.77640 2.80903 -0.56935 0.13 -0.15 0.26
H 2.01309 1.53933 -0.94944 -0.09 0.04 0.11
```
Forces are in eV/Å.

Values from the calculation:
relative energy (zero: lowest compared OMol25 entry of this formula, charge and spin): 190.6 kJ/mol
HOMO level: -9.5 eV
LUMO: 0.92 eV
gap between HOMO and LUMO: 0.383 Eh
charge: 0
structure (SMILES): C/N=C1/COCO1